59
Properties=species:S:1:pos:R:3 method="wB97M-V/def2-TZVPD" smiles="Fc1ccccc1.Fc1ccccc1.CC(C)=O.CC(C)=O.ClCCl.ClCCl.ClCCl" de_lowest_kcal_mol=44.8 energy_ev=-106893.385 largest_force_ev_per_a=2.97
F 5.7198 0.6350 -7.8908
C 6.0078 0.0921 -6.6518
C 5.1376 0.2710 -5.5664
C 5.4705 -0.1412 -4.2937
C 6.7551 -0.6498 -4.0431
C 7.5716 -0.9383 -5.1248
C 7.2400 -0.4972 -6.3713
H 4.2239 0.7808 -5.8339
H 4.7067 0.0018 -3.5436
H 7.0050 -1.0115 -3.0566
H 8.3903 -1.6260 -4.9721
H 7.8720 -0.5364 -7.2463
F -9.1136 -0.6627 -3.3238
C -7.8940 -0.0517 -3.3732
C -7.2651 0.3779 -2.2495
C -5.9375 0.9265 -2.3945
C -5.2774 1.0544 -3.6133
C -5.9979 0.7206 -4.7514
C -7.3045 0.1445 -4.6425
H -7.6130 0.2482 -1.2354
H -5.3325 1.1171 -1.5204
H -4.2813 1.4651 -3.6869
H -5.5518 0.8487 -5.7266
H -7.8943 -0.0851 -5.5175
C 0.8121 2.5334 8.0928
C -0.3989 2.8125 7.2009
C -0.1494 3.6874 6.0268
O -1.4540 2.2128 7.2529
H 1.3020 1.6280 7.7344
H 0.6209 2.5937 9.1642
H 1.4926 3.3685 7.9265
H -0.1154 4.7293 6.3453
H -1.1086 3.7028 5.5093
H 0.6904 3.5348 5.3488
C -0.3185 -2.9338 -2.2431
C -1.3400 -3.8846 -1.6202
C -0.7673 -4.8014 -0.5613
O -2.4527 -3.9999 -2.0851
H -0.7540 -2.0110 -2.6263
H 0.4234 -3.3228 -2.9406
H 0.3755 -2.5803 -1.4805
H 0.1775 -4.3899 -0.2063
H -0.5026 -5.7991 -0.9117
H -1.4906 -4.9340 0.2433
Cl 4.4359 0.5123 4.4696
C 5.7253 1.4345 3.6774
Cl 5.2724 3.1133 3.8310
H 6.7527 1.3623 4.0342
H 5.6865 1.0482 2.6589
Cl -5.6400 -0.1949 4.5941
C -4.4178 -1.3607 5.3468
Cl -3.4316 -1.9947 3.9155
H -3.7883 -0.8459 6.0727
H -4.9755 -2.2088 5.7441
Cl 1.9372 0.1404 0.6476
C 0.5171 0.8987 1.3841
Cl -0.6089 1.5433 0.1536
H -0.0380 0.1721 1.9773
H 0.8933 1.7496 1.9520



59
Properties=species:S:1:pos:R:3 method="wB97M-V/def2-TZVPD" smiles="Fc1ccccc1.Fc1ccccc1.CC(C)=O.CC(C)=O.ClCCl.ClCCl.ClCCl" de_lowest_kcal_mol=0.0 energy_ev=-106895.329 largest_force_ev_per_a=1.46
F 1.4990 -0.4035 -4.0285
C 2.3273 0.6359 -3.7973
C 2.4552 1.0789 -2.4884
C 3.3338 2.1081 -2.1814
C 4.1104 2.6473 -3.2000
C 3.9764 2.1895 -4.5013
C 3.0610 1.1938 -4.8227
H 1.8439 0.5901 -1.7384
H 3.4164 2.5431 -1.1954
H 4.8257 3.4227 -2.9593
H 4.5134 2.6047 -5.3455
H 2.8855 0.8164 -5.8220
F 0.5865 -2.5488 0.8851
C 0.4076 -3.8578 1.0182
C -0.8841 -4.3382 0.8230
C -1.1334 -5.6828 0.9977
C -0.0796 -6.5160 1.3772
C 1.2025 -6.0398 1.5958
C 1.4527 -4.6984 1.3159
H -1.6591 -3.6232 0.5774
H -2.1135 -6.0757 0.7697
H -0.2354 -7.5793 1.5268
H 2.0195 -6.6632 1.9253
H 2.4338 -4.2430 1.4047
C -0.6765 3.7055 -1.4048
C 0.1829 4.6677 -2.2191
C 0.5252 4.2496 -3.6224
O 0.5812 5.6758 -1.6996
H -0.1151 2.7750 -1.2782
H -1.6566 3.4732 -1.8199
H -0.8252 4.1391 -0.4180
H 0.8242 3.1991 -3.6839
H 1.3110 4.8680 -4.0437
H -0.4238 4.2588 -4.1693
C -1.1591 -4.1114 4.4577
C -0.4790 -2.7782 4.3223
C 0.6627 -2.5028 5.3030
O -0.7093 -1.9996 3.4330
H -0.8388 -4.7312 3.6135
H -2.2388 -4.0083 4.3491
H -0.8923 -4.6218 5.3783
H 0.4193 -2.8337 6.3100
H 0.9079 -1.4445 5.2848
H 1.5105 -3.0717 4.9124
Cl -5.8699 1.0872 -2.7333
C -4.2581 1.7031 -2.3684
Cl -4.2941 3.3938 -1.8075
H -3.8954 1.1236 -1.5265
H -3.5473 1.6306 -3.1826
Cl -1.9746 1.3934 1.0944
C -0.9055 0.1123 0.4710
Cl -1.3192 -0.2562 -1.1792
H 0.1095 0.4824 0.5325
H -1.1372 -0.7244 1.1180
Cl -3.0002 6.0896 2.6473
C -2.0988 4.6075 2.9735
Cl -0.4410 4.7567 2.2779
H -1.9519 4.3851 4.0241
H -2.5722 3.7461 2.5170



57
Properties=species:S:1:pos:R:3 method="wB97M-V/def2-TZVPD" s2=6.0364 total_charge=-1 de_lowest_kcal_mol=0.0 energy_ev=-79954.724 largest_force_ev_per_a=3.65 spin_multiplicity=5
Ho 0.0667 -0.0391 0.2694
Cl -0.8363 -2.1192 -0.7294
N 2.1818 -0.3634 -0.5093
N -1.7902 0.4988 1.4996
C 2.7828 0.5036 -1.2968
C -2.7724 1.2295 1.0136
C 3.1502 -1.3786 -0.0659
C 4.4746 -0.7641 -0.5467
C 2.8449 -2.6982 -0.7547
C 3.1116 -1.5327 1.4439
H 2.6427 -2.5314 -1.8233
H 1.9653 -3.1815 -0.3143
H 3.7214 -3.3511 -0.6443
H 3.4347 -0.5996 1.9162
H 3.8041 -2.3353 1.7304
H 2.1155 -1.8088 1.8343
C -2.2540 -0.2106 2.7065
C -3.7628 0.0813 2.6634
C -1.6084 0.4206 3.9266
C -1.9028 -1.6928 2.6309
H -2.3037 -2.1361 1.7141
H -2.3191 -2.1891 3.5161
H -0.8093 -1.8504 2.6394
H -1.7896 1.4995 3.8963
H -0.5230 0.2360 3.9642
H -2.1264 0.0360 4.8168
O -3.9389 1.0982 1.6134
H -4.1516 0.5341 3.5929
H -4.3541 -0.7954 2.3657
O 4.0838 0.3610 -1.4227
H 5.1058 -1.4413 -1.1536
H 5.0391 -0.3221 0.2864
C 2.0745 1.5999 -2.0216
C -2.6121 2.1585 -0.1386
C -1.6707 1.5715 -1.1669
H -2.1638 3.0706 0.2859
H -3.6070 2.3732 -0.5542
C -0.2928 1.9121 -1.1533
C 0.5911 1.3129 -2.0875
H 0.0819 2.6589 -0.4409
C 0.0771 0.5285 -3.1231
C -1.2977 0.3062 -3.1746
C 0.9642 -0.0667 -4.1818
C -2.1750 0.7740 -2.1976
H -1.7141 -0.2307 -4.0321
C -3.6371 0.4251 -2.2713
H -3.8348 -0.0747 -3.2321
H -4.2687 1.3256 -2.2193
H -3.9346 -0.2595 -1.4566
H 1.6334 0.6849 -4.6250
H 0.3341 -0.4738 -4.9878
H 1.5811 -0.8912 -3.7845
H 2.5227 1.6628 -3.0241
H 2.2607 2.5282 -1.4621
S 1.4188 1.7256 2.0776
C 1.9829 1.2658 3.5593
N 2.4038 0.9545 4.6332



56
Properties=species:S:1:pos:R:3 method="wB97M-V/def2-TZVPD" total_charge=-1 de_lowest_kcal_mol=102.9 energy_ev=-64017.115 largest_force_ev_per_a=6.32
Sc -1.0410 0.0106 0.4190
Cl -3.0982 0.4155 1.9443
N -0.0805 2.1060 0.1484
N -0.3232 -2.1437 0.3961
C -0.9321 2.9132 -0.5192
C -0.8763 -2.9486 -0.5099
C 1.0905 2.9380 0.5358
C 0.4953 4.3335 0.4810
C 2.1728 2.7671 -0.5111
C 1.6327 2.6015 1.9121
H 1.7963 2.9793 -1.5190
H 2.5677 1.7450 -0.4853
H 2.9869 3.4628 -0.2922
H 0.8337 2.6233 2.6596
H 2.3889 3.3439 2.1752
H 2.0972 1.6099 1.9223
C 0.6885 -2.9261 1.1591
C 0.7512 -4.2286 0.3778
C 0.2038 -3.1863 2.5758
C 2.0210 -2.1947 1.1497
H 2.3217 -1.9948 0.1131
H 2.7714 -2.8310 1.6257
H 1.9515 -1.2521 1.7039
H -0.8245 -3.5728 2.5469
H 0.2319 -2.2747 3.1770
H 0.8553 -3.9384 3.0367
O -0.3371 -4.1518 -0.6060
H 0.5730 -5.1258 0.9801
H 1.6845 -4.3546 -0.1865
O -0.6694 4.2022 -0.4247
H 1.1401 5.1051 0.0529
H 0.1206 4.6727 1.4557
C -2.0485 2.4156 -1.3839
C -1.9638 -2.5368 -1.4471
C -1.4656 -1.2621 -2.1062
H -2.8642 -2.3977 -0.8368
H -2.1477 -3.3623 -2.1628
C -1.5466 -0.0825 -1.5039
C -1.5064 1.1653 -2.0879
H -2.7403 -0.0914 0.8814
C -0.8097 1.2161 -3.3078
C -0.3614 -0.0137 -3.8678
C -0.4494 2.5590 -3.9355
C -0.7353 -1.2728 -3.3366
H 0.2004 0.0062 -4.7913
C -0.3106 -2.5842 -3.9492
H 0.1997 -2.3124 -4.8936
H -1.2358 -3.1871 -4.1235
H 0.3734 -3.1312 -3.2439
H -1.3891 3.1509 -4.0012
H -0.0276 2.3019 -4.9379
H 0.3066 3.0854 -3.2889
H -2.3273 3.2162 -2.1035
H -2.8989 2.2330 -0.7224
N 0.5002 0.1064 3.5574
C 0.0542 0.0728 2.4706



Please write out number 3 again, unchanged.
57
Properties=species:S:1:pos:R:3 method="wB97M-V/def2-TZVPD" s2=6.0364 total_charge=-1 de_lowest_kcal_mol=0.0 energy_ev=-79954.724 largest_force_ev_per_a=3.65 spin_multiplicity=5
Ho 0.0667 -0.0391 0.2694
Cl -0.8363 -2.1192 -0.7294
N 2.1818 -0.3634 -0.5093
N -1.7902 0.4988 1.4996
C 2.7828 0.5036 -1.2968
C -2.7724 1.2295 1.0136
C 3.1502 -1.3786 -0.0659
C 4.4746 -0.7641 -0.5467
C 2.8449 -2.6982 -0.7547
C 3.1116 -1.5327 1.4439
H 2.6427 -2.5314 -1.8233
H 1.9653 -3.1815 -0.3143
H 3.7214 -3.3511 -0.6443
H 3.4347 -0.5996 1.9162
H 3.8041 -2.3353 1.7304
H 2.1155 -1.8088 1.8343
C -2.2540 -0.2106 2.7065
C -3.7628 0.0813 2.6634
C -1.6084 0.4206 3.9266
C -1.9028 -1.6928 2.6309
H -2.3037 -2.1361 1.7141
H -2.3191 -2.1891 3.5161
H -0.8093 -1.8504 2.6394
H -1.7896 1.4995 3.8963
H -0.5230 0.2360 3.9642
H -2.1264 0.0360 4.8168
O -3.9389 1.0982 1.6134
H -4.1516 0.5341 3.5929
H -4.3541 -0.7954 2.3657
O 4.0838 0.3610 -1.4227
H 5.1058 -1.4413 -1.1536
H 5.0391 -0.3221 0.2864
C 2.0745 1.5999 -2.0216
C -2.6121 2.1585 -0.1386
C -1.6707 1.5715 -1.1669
H -2.1638 3.0706 0.2859
H -3.6070 2.3732 -0.5542
C -0.2928 1.9121 -1.1533
C 0.5911 1.3129 -2.0875
H 0.0819 2.6589 -0.4409
C 0.0771 0.5285 -3.1231
C -1.2977 0.3062 -3.1746
C 0.9642 -0.0667 -4.1818
C -2.1750 0.7740 -2.1976
H -1.7141 -0.2307 -4.0321
C -3.6371 0.4251 -2.2713
H -3.8348 -0.0747 -3.2321
H -4.2687 1.3256 -2.2193
H -3.9346 -0.2595 -1.4566
H 1.6334 0.6849 -4.6250
H 0.3341 -0.4738 -4.9878
H 1.5811 -0.8912 -3.7845
H 2.5227 1.6628 -3.0241
H 2.2607 2.5282 -1.4621
S 1.4188 1.7256 2.0776
C 1.9829 1.2658 3.5593
N 2.4038 0.9545 4.6332